{"formula": "C5H5NOS", "method": "wB97M-V/def2-TZVPD", "smiles": "C=C1C(=O)NCC1=S", "e_lumo_ev": -1.438, "homo_lumo_gap_ev": 7.7, "e_homo_ev": -9.1, "species": ["C", "C", "C", "O", "N", "C", "C", "S", "H", "H", "H", "H", "H"], "xyz": [[0.039, 2.133, -0.015], [-0.080, 0.795, 0.122], [1.191, -0.030, 0.039], [2.293, 0.530, -0.074], [0.957, -1.455, -0.248], [-0.517, -1.486, 0.128], [-1.160, -0.089, 0.136], [-2.705, 0.128, -0.108], [0.832, 2.836, -0.120], [-0.863, 2.759, -0.116], [1.623, -2.286, -0.146], [-0.534, -1.992, 1.199], [-1.075, -1.844, -0.797]], "lowdin_charge": [0.166, -0.266, -0.385, 0.034, 0.057, -0.203, -0.817, 0.802, 0.080, 0.085, 0.168, 0.162, 0.117]}

{"formula": "C40H37BrCl5N3O3Ti", "method": "wB97M-V/def2-TZVPD", "charge": -1, "multiplicity": 2, "e_lumo_ev": [2.411, 2.409], "homo_lumo_gap_ev": [6.1, 6.9], "e_homo_ev": [-3.7, -4.5], "species": ["Ti", "O", "C", "C", "C", "C", "C", "C", "C", "O", "N", "N", "C", "C", "Br", "C", "C", "C", "C", "C", "C", "C", "H", "H", "H", "H", "H", "H", "H", "H", "H", "H", "H", "H", "H", "H", "O", "C", "C", "C", "C", "C", "C", "C", "C", "N", "H", "H", "H", "H", "H", "H", "H", "H", "H", "H", "H", "Cl", "C", "C", "C", "Cl", "C", "Cl", "C", "Cl", "C", "Cl", "C", "C", "C", "C", "C", "C", "C", "C", "C", "C", "H", "H", "H", "H", "H", "H", "H", "H", "H", "H", "H", "H"], "xyz": [[0.211, 0.349, -0.029], [-2.323, 4.690, -2.275], [-1.000, 4.857, -2.581], [-0.550, 5.953, -3.305], [0.798, 6.082, -3.605], [1.700, 5.115, -3.190], [1.240, 4.024, -2.466], [-0.102, 3.886, -2.144], [-0.560, 2.688, -1.342], [0.314, 1.642, -1.455], [-0.689, 3.090, 0.079], [-0.296, 1.991, 0.909], [-0.234, 2.398, 2.227], [-0.213, 1.621, 3.283], [2.314, 0.044, 1.529], [-0.188, 0.827, 4.320], [-1.393, 0.306, 4.982], [-2.665, 0.522, 4.449], [-3.783, -0.020, 5.055], [-3.656, -0.791, 6.204], [-2.396, -1.018, 6.737], [-1.275, -0.474, 6.129], [-2.831, 5.406, -2.667], [-1.259, 6.704, -3.636], [1.138, 6.939, -4.172], [2.749, 5.201, -3.437], [1.908, 3.227, -2.163], [-1.572, 2.402, -1.685], [-0.056, 3.875, 0.264], [-0.178, 3.477, 2.393], [0.766, 0.451, 4.684], [-2.758, 1.108, 3.542], [-4.761, 0.149, 4.622], [-4.533, -1.219, 6.673], [-2.284, -1.625, 7.627], [-0.289, -0.663, 6.539], [1.276, -1.490, -0.962], [2.504, -2.225, -0.943], [3.215, -2.258, -2.295], [3.529, -0.888, -2.921], [4.295, 0.028, -2.003], [5.589, -0.285, -1.587], [6.232, 0.559, -0.701], [5.566, 1.689, -0.253], [4.286, 1.919, -0.725], [3.665, 1.122, -1.588], [0.731, -1.791, -1.702], [2.290, -3.256, -0.627], [3.117, -1.750, -0.178], [2.631, -2.854, -3.006], [4.154, -2.803, -2.139], [2.618, -0.372, -3.207], [4.115, -1.065, -3.829], [6.071, -1.183, -1.949], [7.235, 0.338, -0.360], [6.018, 2.370, 0.451], [3.718, 2.779, -0.383], [-0.128, -0.869, -3.559], [-1.610, -0.398, -2.751], [-1.614, -0.143, -1.380], [-2.885, 0.209, -0.903], [-3.160, 0.484, 0.800], [-4.024, 0.327, -1.704], [-5.554, 0.787, -1.046], [-3.941, 0.061, -3.064], [-5.332, 0.187, -4.077], [-2.715, -0.319, -3.591], [-2.602, -0.681, -5.279], [0.185, -2.799, 2.635], [-0.904, -2.392, 1.621], [-2.265, -2.572, 2.330], [-0.649, -0.930, 1.321], [-0.877, -3.274, 0.376], [0.102, -4.235, 0.140], [0.113, -4.984, -1.031], [-0.865, -4.795, -1.994], [-1.870, -3.867, -1.759], [-1.877, -3.130, -0.587], [0.130, -2.137, 3.500], [1.185, -2.691, 2.215], [0.037, -3.827, 2.976], [-2.274, -1.997, 3.258], [-2.433, -3.626, 2.569], [-3.091, -2.222, 1.715], [-0.853, -0.370, 2.241], [0.887, -4.396, 0.866], [0.897, -5.714, -1.191], [-0.850, -5.368, -2.912], [-2.646, -3.706, -2.497], [-2.665, -2.411, -0.422]], "lowdin_charge": [0.750, 0.064, -0.265, -0.040, -0.106, -0.093, -0.011, -0.093, -0.423, -0.290, 0.017, -0.208, -0.182, -0.065, 0.228, -0.094, -0.236, -0.052, -0.088, -0.107, -0.100, -0.054, 0.101, 0.105, 0.094, 0.094, 0.098, 0.134, 0.112, 0.120, 0.108, 0.085, 0.102, 0.092, 0.094, 0.107, -0.222, -0.248, -0.164, -0.138, -0.296, -0.032, -0.077, -0.079, -0.177, 0.125, 0.009, 0.102, 0.040, 0.110, 0.109, 0.078, 0.115, 0.108, 0.099, 0.097, 0.105, 0.740, -0.646, -0.208, -0.656, 0.747, -0.707, 0.650, -0.719, 0.648, -0.711, 0.645, -0.064, -0.537, -0.045, -0.183, -0.169, -0.061, -0.101, -0.103, -0.079, -0.036, 0.077, 0.052, 0.086, 0.069, 0.089, 0.052, 0.006, 0.101, 0.098, 0.094, 0.105, 0.102]}

Copy entry 1 word for word.
{"formula": "C5H5NOS", "method": "wB97M-V/def2-TZVPD", "smiles": "C=C1C(=O)NCC1=S", "e_lumo_ev": -1.438, "homo_lumo_gap_ev": 7.7, "e_homo_ev": -9.1, "species": ["C", "C", "C", "O", "N", "C", "C", "S", "H", "H", "H", "H", "H"], "xyz": [[0.039, 2.133, -0.015], [-0.080, 0.795, 0.122], [1.191, -0.030, 0.039], [2.293, 0.530, -0.074], [0.957, -1.455, -0.248], [-0.517, -1.486, 0.128], [-1.160, -0.089, 0.136], [-2.705, 0.128, -0.108], [0.832, 2.836, -0.120], [-0.863, 2.759, -0.116], [1.623, -2.286, -0.146], [-0.534, -1.992, 1.199], [-1.075, -1.844, -0.797]], "lowdin_charge": [0.166, -0.266, -0.385, 0.034, 0.057, -0.203, -0.817, 0.802, 0.080, 0.085, 0.168, 0.162, 0.117]}